A cluster of 3 separate species, C4H16N2O2 in total in a non-equilibrium geometry, computed with ωB97M-V/def2-TZVPD.

```
24
Properties=species:S:1:pos:R:3:lowdin_charge:R:1
C 2.44772 -0.54096 -1.56073 -0.140
N 1.90194 -0.84368 -0.25195 -0.165
C 0.99414 0.15073 0.24493 -0.242
C -0.39290 0.08441 -0.46560 -0.260
N -1.50696 -0.28059 0.38224 -0.142
C -2.78509 0.38642 0.13723 -0.158
H 3.22333 0.23593 -1.43207 0.083
H 1.70212 -0.04529 -2.19235 0.069
H 2.60262 -1.52803 -2.05387 0.092
H 2.58363 -1.33456 0.29226 0.094
H 0.71344 0.18986 1.29519 0.109
H 1.38863 1.13954 -0.04472 0.085
H -0.65250 0.98551 -1.07626 0.101
H -0.37101 -0.70606 -1.26575 0.118
H -1.68336 -1.30032 0.41991 0.098
H -2.99570 1.12469 0.97391 0.076
H -2.91088 1.02986 -0.78026 0.080
H -3.61890 -0.34615 -0.01846 0.080
H -0.82290 2.67528 0.71106 0.038
H 0.35299 3.66295 0.23868 0.042
O -0.16340 2.88727 0.05960 -0.041
H 0.68377 -2.40094 2.54199 0.025
H -0.45749 -2.61430 1.46008 0.006
O -0.23326 -2.61159 2.38493 -0.049
```

Properties
SMILES string: CNCCNC.O.O
Multiplicity: 1
E_HOMO (eV): -8.04
DFT total energy (Eh): -421.905824
Energy relative to the best compared isomer or geometry (same formula, charge and spin) (kcal/mol): 53.71
HOMO-LUMO gap (eV): 8.775

A cluster of 9 separate species, C9H36N18O9 in total in a non-equilibrium geometry, computed with ωB97M-V/def2-TZVPD.

```
72
Properties=species:S:1:pos:R:3:lowdin_charge:R:1
C 30.04337 1.36162 3.96422 -0.676
O 30.85072 0.98068 4.82828 -0.032
N 28.76113 1.27058 4.20027 0.207
N 30.34511 1.82050 2.73906 0.188
H 28.00569 1.67587 3.66626 0.079
H 28.66925 1.06229 5.18428 0.073
H 29.68677 1.58485 2.01025 0.054
H 31.34013 1.74335 2.58391 0.076
C 31.01149 0.05417 -2.26379 -0.797
O 31.50235 1.10059 -2.58267 0.052
N 31.25871 -1.02044 -2.98297 0.138
N 30.21038 -0.31143 -1.29421 0.162
H 32.12376 -1.04871 -3.50353 0.118
H 30.87008 -1.89844 -2.66963 0.103
H 30.01048 0.48318 -0.70367 0.085
H 29.55239 -1.04120 -1.52786 0.121
C 35.27390 1.52318 1.26000 -0.636
O 35.95333 0.64364 0.74133 0.157
N 35.38312 2.77205 1.04195 0.330
N 34.09364 1.35536 1.88447 0.406
H 34.86080 3.29135 1.73304 0.103
H 36.17448 3.06211 0.48543 0.181
H 33.66447 0.44139 1.86032 0.178
H 33.81667 2.18691 2.38638 0.095
C 34.52068 2.62883 5.24220 -0.753
O 35.20429 3.58047 4.92441 0.013
N 33.23944 2.69922 5.63659 0.201
N 34.99739 1.42337 5.14723 0.185
H 32.64796 1.88517 5.54945 0.072
H 32.96695 3.66793 5.72287 0.124
H 35.85116 1.21323 4.65021 0.126
H 34.41432 0.66668 5.47519 0.122
C 27.70572 2.48883 0.87606 -0.823
O 28.23005 1.41929 0.76382 0.033
N 28.33987 3.58598 0.89754 0.198
N 26.42080 2.59365 1.09123 0.192
H 27.77807 4.42418 0.94090 0.126
H 29.30967 3.65331 0.62355 0.130
H 25.91856 1.71764 1.07009 0.067
H 25.79513 3.36531 0.90909 0.132
C 33.35805 5.24863 2.27917 -0.749
O 32.89601 4.11524 2.18748 -0.019
N 33.26921 6.14352 1.37795 0.201
N 33.94230 5.62531 3.44171 0.186
H 33.65344 7.05609 1.57718 0.130
H 32.50795 6.03068 0.72385 0.137
H 34.36531 4.86004 3.94720 0.041
H 34.25331 6.58200 3.53183 0.114
C 24.47712 0.04341 2.29598 -0.685
O 24.28869 0.38826 1.10697 0.000
N 23.60378 -0.78655 2.80343 0.169
N 25.48941 0.33585 3.11663 0.157
H 22.71750 -0.85516 2.32396 0.129
H 23.68307 -1.14281 3.74518 0.117
H 26.19036 0.99258 2.80439 0.059
H 25.63721 -0.25791 3.92019 0.128
C 28.68222 -0.94266 6.91942 -0.668
O 27.94297 0.11555 6.82842 -0.051
N 29.80004 -1.25857 6.24342 0.170
N 28.52421 -1.71032 7.93498 0.151
H 30.28916 -0.63090 5.62141 0.057
H 30.18480 -2.09482 6.65905 0.103
H 28.82641 -2.67372 7.96022 0.122
H 27.99304 -1.25753 8.66500 0.133
C 25.33538 2.77635 5.93501 -0.855
O 24.45654 2.13442 6.44984 0.066
N 26.03877 2.61324 4.91820 0.164
N 25.73479 3.88727 6.42563 0.158
H 26.86440 3.16056 4.72107 0.113
H 25.72536 1.78165 4.43826 0.073
H 25.19048 4.22710 7.20560 0.134
H 26.54581 4.26142 5.95409 0.109
```

Properties
Total charge: +1
Multiplicity: 2
E_HOMO (alpha / beta) (eV): -11.22 / -11.22
DFT total energy (Eh): -2027.175148
Energy relative to the best compared isomer or geometry (same formula, charge and spin) (kcal/mol): 32.32
HOMO-LUMO gap (alpha / beta) (eV): 8.565 / 2.548

A structure of composition C26H19BiN7 in a non-equilibrium geometry, computed with ωB97M-V/def2-TZVPD.

```
53
Properties=species:S:1:pos:R:3:lowdin_charge:R:1
Bi 1.04784 0.58755 0.19341 2.012
N -1.87991 -2.71954 1.57843 0.169
C -1.45718 -1.63437 0.95880 -0.144
N -0.41872 -0.93755 1.35624 -0.040
C 0.21420 -1.29312 2.55506 -0.291
N 0.89522 -0.40477 3.20179 0.100
N 0.89594 0.76889 2.59201 -0.194
C 0.69356 1.90367 3.13716 -0.015
C 0.33984 2.96936 2.23065 -0.244
C 0.19321 4.28018 2.68408 0.048
C -0.29940 5.24653 1.82452 0.032
C -0.75008 4.84394 0.57299 0.014
C -0.57547 3.52693 0.18003 -0.133
N 0.01828 2.62549 0.95875 -0.050
C -0.07799 -2.56758 3.14864 -0.090
C 0.60506 -3.03719 4.27274 0.024
C 0.16952 -4.18991 4.89599 -0.008
C -0.92931 -4.89589 4.40073 0.000
C -1.61595 -4.44460 3.28405 0.023
C -1.19926 -3.27427 2.66015 -0.154
H -2.75796 -3.15425 1.31248 0.190
H -1.99859 -1.29824 0.08544 0.155
H 0.61623 2.05059 4.20966 0.161
H 0.48209 4.53069 3.69270 0.142
H -0.34563 6.28171 2.12615 0.142
H -1.23311 5.54057 -0.09144 0.134
H -0.92888 3.19227 -0.78408 0.118
H 1.44299 -2.46942 4.64645 0.128
H 0.66880 -4.53219 5.78938 0.130
H -1.26524 -5.78914 4.91042 0.134
H -2.47369 -4.99072 2.91943 0.131
C 0.08562 -3.16722 -2.42134 0.016
C 0.25495 -2.27202 -1.36949 -0.126
N 0.33254 -0.96169 -1.53686 -0.073
C 0.34528 -0.45801 -2.78893 -0.152
C 0.21829 -1.30513 -3.92252 -0.105
C 0.05156 -2.68366 -3.70830 0.068
C 0.29004 -0.76119 -5.23553 0.031
C 0.48012 0.56860 -5.42466 0.032
C 0.62643 1.44710 -4.31404 -0.104
C 0.86700 2.82165 -4.48911 0.070
C 1.16182 3.59066 -3.38774 0.020
C 1.15004 2.99785 -2.12783 -0.129
N 0.79671 1.73815 -1.92535 -0.084
C 0.56932 0.93954 -2.98943 -0.153
H -0.01016 -4.22013 -2.22082 0.132
H 0.34355 -2.64310 -0.36280 0.109
H -0.07232 -3.34299 -4.55426 0.147
H 0.20461 -1.43617 -6.07439 0.140
H 0.54882 0.98233 -6.41982 0.141
H 0.84845 3.24279 -5.48326 0.147
H 1.40139 4.63532 -3.48641 0.134
H 1.42951 3.57169 -1.25995 0.116
```

Properties
Total charge: +3
Multiplicity: 1
E_HOMO (eV): -16.81
DFT total energy (Eh): -1599.174311
HOMO-LUMO gap (eV): 6.635

The ion C3H5O3S with charge -1 in a non-equilibrium geometry, computed with ωB97M-V/def2-TZVPD.

```
12
Properties=species:S:1:pos:R:3:lowdin_charge:R:1
C -1.81562 -0.89131 -0.17801 -0.023
C -0.96592 0.06938 -0.60729 -0.176
C 0.19541 0.34791 0.31227 -0.499
O 2.61372 0.78556 -0.52292 -0.575
O 2.11184 -1.43054 0.62481 -0.590
O 0.37468 1.75084 0.48502 -0.113
S 1.79141 -0.46696 -0.47481 0.678
H -2.67241 -1.18419 -0.77727 0.028
H -1.83437 -1.37194 0.76202 0.031
H -1.06689 0.68344 -1.47276 0.091
H -0.04142 -0.03646 1.44268 0.154
H 1.30956 1.74425 0.40627 -0.004
```

Properties
Total charge: -1
Multiplicity: 1
E_HOMO (eV): -3.52
DFT total energy (Eh): -741.215101
Energy relative to the best compared isomer or geometry (same formula, charge and spin) (kcal/mol): 37.12
HOMO-LUMO gap (eV): 7.526

A cluster of 2 separate species, C3H11NO in total in a non-equilibrium geometry, computed with ωB97M-V/def2-TZVPD.

```
16
Properties=species:S:1:pos:R:3:lowdin_charge:R:1
C 1.95075 1.67661 -2.00466 -0.161
O 2.43451 1.05415 -0.82700 -0.133
H 2.63730 2.44620 -2.34223 0.068
H 1.01667 2.18165 -1.75159 0.077
H 1.76884 0.97736 -2.82308 0.079
C -2.43807 -0.92657 0.98121 -0.117
C -0.95747 -1.22832 1.28066 -0.354
N -0.03538 -0.19951 0.82564 -0.006
H -2.97877 -1.87021 0.91057 0.059
H -2.49809 -0.34166 0.06653 0.061
H -2.87739 -0.34957 1.80246 0.061
H -0.73564 -2.18469 0.78143 0.101
H -0.87091 -1.44356 2.34013 0.088
H 2.81068 0.19118 -1.01794 0.071
H 0.74292 -0.54485 0.30359 0.039
H 0.03006 0.56177 1.47429 0.066
```

Properties
SMILES string: CCN.CO
Multiplicity: 1
E_HOMO (eV): -8.64
DFT total energy (Eh): -250.852956
Energy relative to the best compared isomer or geometry (same formula, charge and spin) (kcal/mol): 27.42
HOMO-LUMO gap (eV): 9.503

Please write out number 4 again, unchanged.
The ion C3H5O3S with charge -1 in a non-equilibrium geometry, computed with ωB97M-V/def2-TZVPD.

```
12
Properties=species:S:1:pos:R:3:lowdin_charge:R:1
C -1.81562 -0.89131 -0.17801 -0.023
C -0.96592 0.06938 -0.60729 -0.176
C 0.19541 0.34791 0.31227 -0.499
O 2.61372 0.78556 -0.52292 -0.575
O 2.11184 -1.43054 0.62481 -0.590
O 0.37468 1.75084 0.48502 -0.113
S 1.79141 -0.46696 -0.47481 0.678
H -2.67241 -1.18419 -0.77727 0.028
H -1.83437 -1.37194 0.76202 0.031
H -1.06689 0.68344 -1.47276 0.091
H -0.04142 -0.03646 1.44268 0.154
H 1.30956 1.74425 0.40627 -0.004
```

Properties
Total charge: -1
Multiplicity: 1
E_HOMO (eV): -3.52
DFT total energy (Eh): -741.215101
Energy relative to the best compared isomer or geometry (same formula, charge and spin) (kcal/mol): 37.12
HOMO-LUMO gap (eV): 7.526

> The highest multiplicity belongs to which entry?

C9H36N18O9

> DFT total energy of number 4 (C3H5O3S)?

-741.215101 Eh

> multiplicity of number 1 (C4H16N2O2)?

1